# C3H6N2O

C3H6N2O as an isolated structure (wB97M-V/def2-TZVPD, the Open Molecules 2025 dataset).

Last column: Löwdin charge in e.
Atoms and positions in Å:
1 N -0.579 1.807 -0.042  0.14
2 C -1.113 0.040 -0.207  -0.33
3 O -2.266 -0.073 -0.469  0.09
4 C 0.012 -0.510 0.338  -0.31
5 C 0.624 -1.792 0.064  -0.16
6 N 1.325 -0.534 -0.320  0.00
7 H -1.334 2.433 0.221  0.11
8 H -0.060 2.175 -0.831  0.10
9 H 0.018 1.563 0.734  0.08
10 H 0.270 -2.397 -0.762  0.10
11 H 1.037 -2.337 0.915  0.10
12 H 2.066 -0.375 0.358  0.07

The HOMO energy comes out at -7.77 eV. Its net charge is 0. The HOMO-LUMO gap comes out at 8.4 eV.